[1]
Entry from OMol25: a cluster of 2 separate species, C5H8N2 in total at a distorted geometry (ωB97M-V/def2-TZVPD).

Calculated values
**Relative energy (zero: lowest compared OMol25 entry of this formula, charge and spin)**: 203.25 kJ/mol
**Gap between HOMO and LUMO (spin up / spin down)**: 9.077 / 9.077 eV
**Total charge**: +2

```
15
Properties=species:S:1:pos:R:3:mulliken_charge:R:1
C 0.690 1.275 -2.755 0.0857
C -0.504 0.068 0.633 -0.3539
C 0.731 -0.387 0.904 0.2594
C -1.134 0.025 -0.553 0.7476
C 1.282 -0.481 2.265 -1.1206
N 0.193 0.734 -1.890 -0.3155
N -2.101 -0.364 -1.265 -0.2638
H 1.176 1.893 -3.629 0.3989
H -1.036 0.469 1.529 0.3790
H 1.431 -0.765 0.057 0.3569
H 2.208 0.279 2.306 0.3655
H 0.599 -0.230 3.049 0.3884
H 1.653 -1.467 2.373 0.3740
H -2.652 -1.008 -0.785 0.3233
H -2.536 -0.041 -2.238 0.3751
```

---

[2]
Entry from OMol25: a cluster of 8 separate species, C24H56N8O8 in total at a distorted geometry (ωB97M-V/def2-TZVPD).

Calculated values
**Relative energy (zero: lowest compared OMol25 entry of this formula, charge and spin)**: 583.83 kJ/mol
**Gap between HOMO and LUMO**: 9.222 eV
**Total charge**: 0
**Structure (SMILES)**: CN(C)C=O.CN(C)C=O.CN(C)C=O.CN(C)C=O.CN(C)C=O.CN(C)C=O.CN(C)C=O.CN(C)C=O

```
96
Properties=species:S:1:pos:R:3:mulliken_charge:R:1
C 3.427 1.427 -3.742 0.4286
O 4.438 0.745 -3.655 -0.6600
N 2.620 1.492 -4.771 0.0571
C 2.776 0.507 -5.807 -0.9916
C 1.388 2.277 -4.705 -0.8156
H 3.127 2.086 -2.843 0.1499
H 2.405 0.853 -6.817 0.2989
H 2.245 -0.371 -5.462 0.3210
H 3.845 0.311 -5.893 0.3206
H 1.289 2.981 -5.518 0.3680
H 0.512 1.606 -4.773 0.2732
H 1.316 2.776 -3.761 0.2352
C -5.278 -0.966 -2.987 0.1492
O -4.779 -0.438 -2.087 -0.4703
N -4.953 -0.826 -4.269 0.0428
C -5.305 -1.854 -5.268 -0.9565
C -3.843 -0.043 -4.729 -0.9758
H -5.994 -1.774 -2.872 0.2979
H -5.917 -2.650 -4.796 0.3365
H -4.416 -2.367 -5.573 0.3333
H -5.920 -1.477 -6.045 0.3178
H -3.563 0.693 -3.962 0.2679
H -2.922 -0.628 -4.876 0.3509
H -4.119 0.420 -5.674 0.3411
C -4.345 -1.318 1.066 0.0522
O -3.425 -1.878 1.670 -0.5610
N -5.063 -0.215 1.469 0.1742
C -6.115 0.328 0.595 -0.8703
C -4.823 0.435 2.703 -0.5392
H -4.690 -1.637 0.072 0.3028
H -5.720 1.185 0.005 0.2575
H -6.991 0.643 1.159 0.3696
H -6.474 -0.454 -0.102 0.2732
H -4.732 1.527 2.520 0.3039
H -5.667 0.250 3.392 0.3091
H -3.867 0.018 3.105 -0.0774
C 0.401 4.098 0.569 0.0139
O 1.475 4.380 1.020 -0.6556
N -0.748 3.878 1.251 0.2021
C -2.073 3.651 0.656 -0.7910
C -0.619 3.876 2.703 -1.0897
H 0.168 4.012 -0.460 0.3666
H -2.750 4.289 1.198 0.3890
H -2.357 2.600 0.667 0.2133
H -1.902 3.957 -0.400 0.2740
H -1.116 3.045 3.183 0.4375
H 0.418 3.715 3.000 0.2693
H -0.830 4.813 3.255 0.3001
C 2.490 -4.854 2.374 0.0252
O 1.510 -4.862 1.640 -0.5860
N 3.618 -4.133 2.105 0.2137
C 4.830 -4.307 2.919 -0.9068
C 3.612 -3.102 1.060 -0.3009
H 2.472 -5.367 3.329 0.3756
H 5.591 -4.819 2.326 0.3486
H 4.654 -5.010 3.762 0.3048
H 5.194 -3.353 3.280 0.2912
H 2.621 -2.836 0.774 -0.4098
H 4.033 -2.178 1.396 0.2610
H 4.019 -3.526 0.128 0.4441
C 0.094 0.271 4.665 0.0845
O -0.960 0.847 4.789 -0.6158
N 0.225 -1.047 4.333 0.2178
C 1.505 -1.722 3.994 -0.8860
C -0.952 -1.914 4.296 -0.6097
H 1.064 0.739 4.702 0.3689
H 1.521 -2.695 4.575 0.3063
H 2.366 -1.145 4.281 0.3336
H 1.565 -1.851 2.914 0.1947
H -0.922 -2.590 3.450 0.3821
H -1.193 -2.406 5.271 0.3048
H -1.816 -1.243 4.028 -0.1658
C 2.699 1.296 1.233 0.3154
O 2.350 0.207 1.633 -0.3884
N 3.934 1.560 0.685 0.1542
C 4.208 2.834 0.107 -0.8609
C 4.897 0.454 0.426 -0.9353
H 2.228 2.282 1.353 0.0266
H 3.367 3.521 0.343 0.2280
H 4.404 2.799 -0.938 0.3024
H 5.014 3.344 0.599 0.3790
H 4.618 -0.250 -0.407 0.2031
H 5.868 0.870 0.048 0.3780
H 5.006 -0.023 1.378 0.3573
C 1.187 0.043 -1.620 0.0712
O 1.220 1.202 -2.003 -0.6077
N 0.334 -0.444 -0.721 0.3202
C 0.449 -1.801 -0.226 -0.2987
C -0.486 0.407 0.068 -0.4779
H 1.835 -0.716 -2.091 0.2630
H 1.154 -2.299 -0.903 0.3626
H -0.590 -2.179 -0.276 0.2349
H 0.727 -1.828 0.838 -0.3519
H -0.194 1.425 -0.104 -0.1137
H -1.542 0.384 -0.301 0.3724
H -0.367 0.037 1.077 0.1462
```